1.
{"formula": "C14H22Br2N6O3", "method": "ωB97M-V with the def2-TZVPD basis set", "elements": ["C", "C", "Br", "C", "Br", "O", "C", "O", "O", "N", "H", "H", "H", "H", "H", "H", "H", "C", "C", "N", "H", "H", "H", "C", "C", "N", "H", "H", "H", "C", "C", "N", "H", "H", "H", "C", "C", "N", "H", "H", "H", "C", "C", "N", "H", "H", "H"], "coordinates": [[1.037353, -2.521032, -0.411499], [0.198808, -1.470904, -1.219554], [1.310578, 0.192642, -1.290217], [-1.189342, -1.086111, -0.537947], [-1.021631, 0.349253, 0.802999], [-1.811812, -2.235559, 0.051246], [-2.677385, -2.836811, -0.873073], [-2.376273, -3.039556, -2.015306], [-3.928973, -3.149243, -0.334734], [-4.504207, -1.880411, -0.086825], [1.725851, -1.996116, 0.288762], [0.427407, -3.246083, 0.179008], [1.662611, -3.141722, -1.105255], [-0.018578, -1.853842, -2.241116], [-1.874131, -0.697784, -1.326931], [-4.127518, -1.470262, 0.767813], [-4.281081, -1.287204, -0.890768], [-0.573031, 3.752074, -2.134835], [-1.804180, 3.017115, -1.860971], [-2.771578, 2.436396, -1.645425], [-0.163871, 3.494852, -3.113047], [-0.739894, 4.827747, -2.123927], [0.196186, 3.535376, -1.393817], [5.287117, -3.456452, -0.910067], [4.181931, -3.858839, -0.046483], [3.310436, -4.175526, 0.631188], [5.029908, -2.576679, -1.502145], [6.177543, -3.211365, -0.329884], [5.558749, -4.251076, -1.606061], [1.898233, 0.889153, 4.297654], [0.802377, 1.618149, 3.668083], [-0.060869, 2.190823, 3.172523], [2.180825, 1.338909, 5.250375], [1.625710, -0.148682, 4.493717], [2.786095, 0.879791, 3.664239], [1.038606, 7.249655, -3.708827], [1.407223, 6.360335, -2.611734], [1.697375, 5.660408, -1.748319], [-0.044605, 7.344546, -3.798541], [1.443442, 8.251707, -3.562610], [1.414630, 6.881150, -4.664044], [-2.910256, -2.682014, 4.078520], [-3.405432, -2.979860, 2.737815], [-3.789069, -3.214963, 1.676309], [-3.162976, -3.476615, 4.781821], [-1.824941, -2.569961, 4.087269], [-3.337361, -1.755401, 4.464636]], "forces_ev_per_a": [[0.173, -0.025, -0.186], [-0.141, -0.350, 1.262], [-0.113, -0.770, -0.982], [0.550, 0.078, -1.026], [-0.587, -1.001, 0.050], [-0.865, 0.267, -1.096], [-0.555, -0.567, 0.324], [0.018, 0.041, 0.707], [2.194, 1.285, -4.855], [-0.990, 0.926, -0.641], [-0.593, -0.485, -0.465], [0.228, 0.719, -0.564], [-0.587, 0.752, 0.551], [0.204, 0.643, 0.693], [0.652, -0.002, 0.639], [0.207, -0.287, -0.310], [-0.253, -0.094, 0.242], [0.158, 0.043, -0.052], [0.028, -0.047, -0.046], [0.103, 0.030, -0.072], [-0.146, -0.131, 0.040], [-0.203, -0.126, 0.112], [-0.166, -0.059, 0.045], [0.286, 0.130, -0.254], [0.070, -0.060, 0.046], [0.286, -0.035, -0.035], [-0.164, -0.042, 0.116], [-0.144, -0.052, 0.121], [-0.149, -0.062, 0.114], [0.303, -0.201, 0.164], [0.014, 0.021, 0.022], [0.135, -0.050, 0.128], [-0.148, 0.104, -0.079], [-0.148, 0.086, -0.100], [-0.149, 0.092, -0.099], [-0.108, 0.232, -0.299], [0.122, 0.074, 0.009], [0.060, 0.218, -0.181], [0.039, -0.114, 0.145], [0.048, -0.114, 0.155], [0.053, -0.124, 0.143], [0.202, 0.115, 0.335], [0.140, -0.065, 0.084], [0.129, -0.893, 5.647], [-0.077, -0.050, -0.184], [-0.057, -0.024, -0.186], [-0.061, -0.027, -0.181]], "lowdin_charge": [-0.18, -0.65, 0.59, -0.71, 0.67, -0.10, -0.52, 0.17, -0.14, 0.06, 0.04, 0.08, 0.07, 0.10, 0.10, 0.07, 0.10, -0.11, -0.29, 0.13, 0.08, 0.06, 0.06, -0.07, -0.27, 0.15, 0.08, 0.08, 0.08, -0.07, -0.29, 0.11, 0.08, 0.08, 0.08, -0.07, -0.27, 0.15, 0.08, 0.08, 0.08, -0.05, -0.16, 0.16, 0.08, 0.08, 0.08], "lumo_energy_ha": 0.01432, "e_tot_ev": -170037.2068}

=====

2.
{"formula": "C6H7F", "method": "ωB97M-V with the def2-TZVPD basis set", "elements": ["C", "C", "F", "C", "C", "C", "C", "H", "H", "H", "H", "H", "H", "H"], "coordinates": [[1.300247, -0.242799, 0.895098], [0.556805, 0.064346, -0.351958], [1.575822, 0.361184, -1.364447], [-0.343287, -1.088758, -0.794692], [-1.519031, -0.540540, -0.428347], [-1.464194, 0.861703, -0.030072], [-0.145484, 1.354062, -0.275222], [0.681968, -1.077973, 1.583218], [1.689450, 0.747453, 1.530222], [2.395117, -0.869226, 0.680764], [-0.114666, -2.202574, -0.841143], [-2.386588, -1.456611, -0.227944], [-2.310101, 1.649298, -0.089216], [0.083937, 2.440441, -0.286260]], "forces_ev_per_a": [[3.420, -2.249, 3.998], [4.336, 0.403, -3.119], [0.018, -0.616, 0.256], [-0.200, 1.114, 1.624], [-2.885, -5.003, 0.780], [1.094, 4.224, -2.419], [-6.010, -1.832, 1.905], [1.583, 2.750, -1.562], [-1.385, -2.777, -1.636], [-3.290, 1.804, 0.204], [-0.110, 1.936, -0.068], [1.825, 3.514, -0.655], [1.062, -1.905, 0.660], [0.541, -1.364, 0.032]], "lowdin_charge": [-0.07, -0.59, -0.08, -0.03, -0.15, -0.07, 0.01, 0.14, 0.13, 0.15, 0.14, 0.17, 0.12, 0.13], "lumo_energy_ha": 0.00641, "relative_energy_kcal_mol": 78.1, "e_tot_ev": -9048.4700}